Record 1
A 10-piece molecular cluster, C28H77F6N3O12P overall. Source: the OMol25 dataset; level of theory: ωB97M-V with the def2-TZVPD basis set.

Its HOMO-LUMO gap is 8.78 eV. The lowest unoccupied orbital energy comes out at 2.05 eV. As for the spin multiplicity: 1. Its total charge is -1. The strongest force on any atom is 3.33 eV/Å. The calculation puts the highest occupied orbital energy at -6.7325 eV. Its energy is -3120.68481 hartree.

Geometry (Å):
P: -0.68334 -0.35272 -0.04576
F: -1.97177 0.49507 -0.65824
F: -1.55491 -0.78082 1.23233
F: -1.09823 -1.72119 -0.91157
F: 0.54572 -1.13537 0.61958
F: 0.15860 0.11929 -1.34486
F: -0.16056 1.03199 0.73159
C: 4.45970 2.55717 -1.72990
O: 3.98005 2.77409 -3.07406
C: 4.25988 1.66270 -3.92469
C: 3.61291 1.97098 -5.32550
N: 3.29256 3.35890 -5.71969
C: 4.44115 4.14429 -6.21556
C: 5.52035 4.51749 -5.17292
O: 4.85261 5.06767 -4.01485
C: 5.69642 5.82203 -3.15977
H: 4.19398 1.56985 -1.35215
H: 4.06576 3.29733 -1.03343
H: 5.53084 2.75426 -1.68607
H: 3.86421 0.74863 -3.48194
H: 5.34739 1.59954 -3.96259
H: 2.60075 1.57217 -5.25781
H: 4.14276 1.43558 -6.11335
H: 2.61813 3.26540 -6.46567
H: 4.03276 5.04821 -6.66749
H: 4.97713 3.77265 -7.08890
H: 6.19365 5.28187 -5.56085
H: 6.13750 3.64798 -4.94668
H: 6.15693 6.61819 -3.74471
H: 6.49172 5.28025 -2.64785
H: 5.15755 6.42340 -2.42759
C: -10.74464 -8.60268 -3.19934
O: -10.60949 -8.36579 -1.89260
C: -10.27782 -9.50276 -1.08072
C: -9.59977 -8.98867 0.22131
N: -8.33234 -8.32810 -0.02084
C: -8.08176 -7.46494 1.14111
C: -6.85335 -6.57965 0.87909
O: -6.98053 -5.86114 -0.30441
C: -5.84052 -5.01951 -0.53523
H: -11.49816 -9.33381 -3.49219
H: -9.83904 -9.04175 -3.61793
H: -11.05758 -7.69659 -3.71815
H: -9.67231 -10.22166 -1.63267
H: -11.11184 -10.13272 -0.77144
H: -9.49976 -9.86256 0.86507
H: -10.33724 -8.36030 0.72070
H: -8.53414 -7.72991 -0.80923
H: -7.95471 -8.11574 2.00623
H: -8.92738 -6.80752 1.34314
H: -5.92001 -7.14058 0.83064
H: -6.88467 -5.89620 1.72764
H: -4.99638 -5.68327 -0.72216
H: -5.67443 -4.32810 0.29088
H: -5.92666 -4.46842 -1.47170
C: 4.28912 0.65429 4.82608
O: 5.08152 1.41500 5.73038
C: 4.85820 1.01650 7.12197
C: 5.62189 2.01452 7.98734
N: 5.29869 3.45336 7.73774
C: 6.17786 4.18313 8.68944
C: 5.95530 5.71519 8.60498
O: 6.31624 6.17218 7.29670
C: 6.31966 7.58076 7.28503
H: 3.25320 0.99323 4.83570
H: 4.44081 -0.41777 4.95175
H: 4.71857 0.74523 3.82838
H: 5.07450 -0.01807 7.38835
H: 3.78506 1.07628 7.30336
H: 6.68936 1.86334 7.82685
H: 5.39052 1.79856 9.03039
H: 5.60224 3.66229 6.79736
H: 7.20053 3.94784 8.39469
H: 6.08955 3.89136 9.73594
H: 6.41937 6.26182 9.42592
H: 4.89329 5.89452 8.77247
H: 5.32769 8.03164 7.31295
H: 6.92991 7.83808 6.41930
H: 6.78246 8.06906 8.14263
C: -0.31116 -3.85773 -5.03222
O: 0.26090 -3.94403 -6.31087
H: -0.04608 -2.86086 -4.67996
H: -1.40112 -3.86612 -5.03188
H: 0.09087 -4.62475 -4.37028
H: 1.14110 -3.56619 -6.24706
C: -5.89244 1.03781 2.90478
O: -6.37212 0.28345 4.00736
H: -6.13292 0.64727 1.91596
H: -6.13397 2.09681 2.99581
H: -4.80360 1.05941 2.85927
H: -6.28617 0.77246 4.82902
C: -1.82406 2.51261 -5.56827
C: -1.72100 3.35204 -4.30627
O: -0.44835 3.13021 -3.63596
H: -2.76322 2.78112 -6.05197
H: -1.80048 1.44441 -5.35268
H: -1.02599 2.80802 -6.24939
H: -2.44654 3.04949 -3.55118
H: -1.99260 4.39114 -4.49228
H: -0.62225 2.44631 -2.98507
C: 2.65608 5.18999 3.55139
C: 4.08047 5.49351 3.35774
O: 4.26103 6.02199 2.00017
H: 2.39491 4.89862 4.56873
H: 2.25524 4.44471 2.86439
H: 2.07008 6.09598 3.39689
H: 4.68085 4.58948 3.45964
H: 4.45527 6.22370 4.07498
H: 4.69276 6.87817 2.04674
C: -5.78544 -0.57204 -3.87466
C: -6.41727 0.20952 -2.76860
O: -7.69759 0.52226 -3.26799
H: -5.78065 0.05815 -4.76400
H: -6.34676 -1.47801 -4.10324
H: -4.77498 -0.87140 -3.59637
H: -5.80219 1.10427 -2.67273
H: -6.53029 -0.23866 -1.78145
H: -8.15532 -0.29433 -3.48073
C: 4.60450 -5.30296 -0.04671
C: 4.28158 -4.10450 -1.01216
O: 5.31931 -3.96265 -1.98476
H: 4.49206 -6.30075 -0.47082
H: 4.12211 -5.12877 0.91509
H: 5.64869 -5.34136 0.26359
H: 4.10259 -3.26159 -0.34465
H: 3.34233 -4.35157 -1.50701
H: 6.13857 -3.77144 -1.52230

***

Record 2
A 10-piece molecular cluster, C28H78N2O15 overall. Source: the OMol25 dataset; level of theory: ωB97M-V with the def2-TZVPD basis set.

Its HOMO-LUMO gap is 9.20 eV. The lowest unoccupied orbital energy comes out at 0.45 eV. As for the spin multiplicity: 1. The strongest force on any atom is 8.53 eV/Å. The calculation puts the highest occupied orbital energy at -8.7467 eV. The SMILES is COCCNCCOC.COCCNCCOC.OCCO.OCCO.OCCO.CCO.CCO.CCO.CCO.CCO. Its energy is -2351.18344 hartree.

Geometry (Å):
C: -2.37683 20.68840 15.58943
O: -1.11911 20.01709 15.39418
C: -1.16670 18.69197 15.89977
C: -0.75869 18.62282 17.37998
N: -0.47926 17.25592 17.69240
C: -0.43611 17.04072 19.14948
C: 0.20549 15.66215 19.26534
O: 0.25995 15.09445 20.39591
C: 1.35836 15.61422 21.21406
H: -2.77099 20.90469 16.63924
H: -3.26757 20.30713 15.08490
H: -2.02652 21.66857 15.17219
H: -0.61804 17.94351 15.26824
H: -2.02503 18.21303 15.67326
H: -1.43566 19.17857 18.02871
H: 0.23038 19.22027 17.52346
H: -1.34147 16.70136 17.48511
H: -1.34172 16.95129 19.64256
H: 0.19907 17.72818 19.55766
H: 1.15920 15.61349 18.67091
H: -0.39952 15.00269 18.67255
H: 1.64001 14.76974 21.94406
H: 1.23669 16.48178 21.86553
H: 2.35047 15.57533 20.65328
C: -2.06910 18.66974 12.56715
O: -3.11357 17.77745 12.85629
C: -2.89639 16.42719 12.45866
C: -1.70706 15.84093 13.33149
N: -1.60144 14.45920 13.42660
C: -1.54778 13.91851 12.02968
C: -1.49442 12.42922 12.23154
O: -1.25793 11.66937 11.24988
C: -1.33061 10.30234 11.61668
H: -2.33080 19.70555 12.56081
H: -1.82618 18.61805 11.51775
H: -1.20063 18.54108 13.08551
H: -2.68522 16.42504 11.30819
H: -3.88392 15.96903 12.62061
H: -1.74017 16.03176 14.39207
H: -0.73983 16.23452 13.03446
H: -1.01556 14.12369 14.14757
H: -0.76291 14.33224 11.46364
H: -2.48357 14.22834 11.48107
H: -2.44202 12.13713 12.66608
H: -0.58977 12.30387 12.88043
H: -0.67948 10.01658 12.39437
H: -1.08200 9.59695 10.90817
H: -2.33563 10.15399 11.96447
C: 5.17434 22.66680 11.05522
C: 4.14458 21.86632 11.60697
O: 4.70967 20.60023 12.03576
H: 6.01864 22.76788 11.61572
H: 4.76820 23.68536 10.93104
H: 5.45812 22.38892 10.02542
H: 3.41479 21.73281 10.82076
H: 3.73696 22.31854 12.52201
H: 5.18792 20.64623 12.83300
C: -1.58853 23.86588 8.02020
C: -2.56926 24.02363 9.03904
O: -3.48823 24.94334 8.55247
H: -1.30347 22.80872 7.69280
H: -0.68864 24.37706 8.35935
H: -1.71267 24.35962 7.06990
H: -2.25355 24.37031 10.01186
H: -2.85613 22.97026 9.24461
H: -4.30956 24.38777 8.40094
C: 2.89470 22.91562 6.84771
C: 2.37739 23.92548 7.77284
O: 2.56277 23.55471 9.11373
H: 3.95486 22.71469 6.99583
H: 2.78592 23.40364 5.85937
H: 2.28012 21.97156 6.81719
H: 1.30174 23.94812 7.59451
H: 2.83478 24.94560 7.53014
H: 3.44135 23.51938 9.36740
C: 0.14390 22.73309 11.05084
C: -0.80915 21.98472 11.85685
O: -2.14152 22.08785 11.40924
H: 1.16493 22.67176 11.52558
H: -0.04003 23.87020 11.06813
H: 0.35553 22.45079 10.02392
H: -0.68679 22.33471 12.85779
H: -0.56765 20.92741 11.70548
H: -2.47545 21.40661 10.80062
C: 0.35777 19.92233 7.81453
C: 1.12202 19.68422 8.98207
O: 0.25190 19.53580 10.07235
H: 0.91070 19.64764 6.97118
H: 0.21856 21.02969 7.57703
H: -0.55388 19.36030 7.76118
H: 1.66076 20.71507 9.15822
H: 1.80958 18.75716 8.87049
H: 0.89158 19.42475 10.81398
C: -3.66171 19.96106 7.46334
C: -3.75158 19.91970 8.86513
O: -2.54155 20.37122 9.38910
O: -4.77154 19.42204 6.75746
H: -2.80027 19.34178 7.19197
H: -3.57453 21.02072 7.26704
H: -4.06242 18.90092 9.24087
H: -4.50122 20.66259 9.19803
H: -1.91426 19.72832 9.30033
H: -4.47431 19.40954 5.87476
C: 1.76216 20.85830 14.27596
C: 1.87456 19.64000 13.54262
O: 1.92018 19.88928 12.12456
O: 1.42481 20.68538 15.71860
H: 0.87860 21.41842 13.93616
H: 2.68152 21.48716 14.24174
H: 1.18041 18.89593 13.86346
H: 2.83223 19.20057 13.63985
H: 2.58329 20.57671 11.86768
H: 0.59430 20.19215 15.75671
C: -5.25701 20.18049 12.10837
C: -5.79419 21.37316 12.72103
O: -5.68076 22.31644 11.76578
O: -5.01324 19.40431 13.26108
H: -4.40456 20.31868 11.43540
H: -5.96717 19.52226 11.69265
H: -5.39046 21.82457 13.62345
H: -6.88821 21.21795 12.89409
H: -4.79404 22.66857 11.73636
H: -4.23490 18.85054 13.15301

***

Record 3
A 8-piece molecular cluster, C28H78N6O8 overall. Source: the OMol25 dataset; level of theory: ωB97M-V with the def2-TZVPD basis set.

Its expectation value of S² is 0.754. Its HOMO-LUMO gap (spin up / spin down) is 7.79 / 2.38 eV. The lowest unoccupied orbital energy (spin up / spin down) comes out at -2.82 / -8.24 eV. As for the spin multiplicity: 2. Its total charge is +1. The strongest force on any atom is 3.61 eV/Å. The calculation puts the highest occupied orbital energy (spin up / spin down) at -10.6166 / -10.6163 eV. Its energy is -2043.44996 hartree.

Geometry (Å):
C: 2.70958 0.82253 -6.75429
C: 1.68832 1.44153 -5.85521
C: 0.58626 0.47761 -5.32634
O: 0.15703 -0.32127 -6.40730
C: -1.10727 -0.83877 -6.15029
N: 2.41912 1.90172 -4.66485
H: 2.32139 0.54033 -7.73294
H: 3.10965 -0.09515 -6.32313
H: 3.45607 1.60620 -6.88356
H: 1.12089 2.18944 -6.40905
H: -0.14310 1.10032 -4.80830
H: 1.06454 -0.27629 -4.70105
H: -1.12145 -1.41139 -5.22293
H: -1.33982 -1.60592 -6.88887
H: -1.83532 -0.03737 -6.02460
H: 2.66109 1.16229 -4.02081
H: 3.22895 2.40035 -5.00490
C: -1.76983 1.62957 1.82313
C: -2.49381 2.85701 1.16867
C: -1.75392 4.17761 0.86625
O: -0.94874 4.81551 1.86829
C: -1.59205 5.33373 3.04421
N: -3.18733 2.35372 -0.02112
H: -1.46276 1.78784 2.85694
H: -0.83643 1.37552 1.32082
H: -2.46359 0.79102 1.76275
H: -3.15956 3.19872 1.96121
H: -2.58163 4.74216 0.43696
H: -1.18394 3.92857 -0.02885
H: -0.98390 6.07679 3.56009
H: -1.73431 4.50935 3.74296
H: -2.50465 5.80087 2.67401
H: -3.27545 1.35335 0.08653
H: -2.69211 2.44683 -0.89645
C: 1.27616 -2.88179 5.04343
C: 0.89093 -1.59439 5.76048
C: 0.70782 -0.44197 4.67660
O: 1.95274 0.07550 4.15087
C: 1.83441 1.22328 3.28542
N: -0.25158 -1.71731 6.63452
H: 1.40102 -3.75678 5.68131
H: 2.19341 -2.64518 4.50420
H: 0.48412 -3.22061 4.37561
H: 1.61473 -1.33422 6.53282
H: 0.11387 0.40965 5.00838
H: 0.21791 -0.85474 3.79472
H: 1.37763 0.93409 2.33894
H: 2.84828 1.40798 2.93038
H: 1.36487 2.09177 3.74734
H: -0.25529 -2.52894 7.23564
H: -0.33329 -0.91903 7.24784
C: 2.19990 -3.46465 1.72137
C: 3.55669 -2.75063 1.94841
C: 4.71482 -3.33331 1.03590
O: 5.13194 -4.71593 1.42532
C: 6.48597 -5.00640 1.00918
N: 3.39435 -1.32162 1.92235
H: 1.95040 -3.49371 0.66070
H: 1.32458 -2.97973 2.15352
H: 2.06056 -4.47834 2.09703
H: 3.86840 -2.91204 2.98034
H: 5.52112 -2.60623 1.13243
H: 4.30677 -3.22108 0.03141
H: 6.79095 -5.83285 1.65110
H: 7.23314 -4.21405 0.96414
H: 6.45072 -5.26426 -0.04929
H: 2.77291 -1.03344 2.66455
H: 4.21022 -0.73443 2.02067
C: -7.59604 0.19473 1.40520
C: -6.80105 -0.93776 0.82455
C: -5.56441 -0.52117 0.05347
O: -5.20273 -1.73719 -0.52795
C: -3.88128 -1.60305 -1.07702
N: -6.49927 -1.93481 1.77375
H: -8.59623 -0.21650 1.54167
H: -7.68374 1.13843 0.86683
H: -6.95762 0.42331 2.25858
H: -7.56435 -1.29435 0.13295
H: -4.83976 -0.13899 0.77244
H: -5.79818 0.24057 -0.69031
H: -3.96296 -0.96597 -1.95767
H: -3.51596 -2.56092 -1.44735
H: -3.16257 -1.25097 -0.33703
H: -5.61903 -1.59925 2.13801
H: -6.30177 -2.76709 1.23672
C: 1.38562 5.70376 -1.59624
C: 1.80925 4.32116 -2.05453
C: 2.08164 3.34790 -0.88781
O: 3.17374 3.90405 -0.15964
C: 2.63794 4.51109 1.01722
N: 0.77186 3.90621 -2.97163
H: 0.96875 6.43892 -2.28462
H: 2.21002 6.11620 -1.01455
H: 0.62234 5.65508 -0.81963
H: 2.80022 4.43645 -2.49361
H: 2.42181 2.41393 -1.33512
H: 1.20049 2.91615 -0.41318
H: 3.49156 4.61356 1.68726
H: 1.81767 4.03373 1.55331
H: 2.34613 5.55175 0.87590
H: 0.57363 4.66923 -3.60299
H: 1.10700 3.13947 -3.53722
C: -0.67628 -0.01862 -1.63905
C: -0.01199 -1.18236 -0.88338
O: 0.45499 -0.85826 0.42065
H: -1.59450 0.32056 -1.15954
H: -0.97587 -0.37157 -2.62585
H: 0.01339 0.79224 -1.87349
H: 0.82715 -1.67112 -1.37842
H: -0.76807 -1.92710 -0.63479
H: 1.22892 -1.34803 0.70835
C: 0.43969 -5.17150 -1.61215
C: -1.07773 -5.34490 -1.37008
O: -1.91988 -4.65293 -2.34271
H: 0.80539 -5.53698 -2.57173
H: 0.98876 -5.79523 -0.90677
H: 0.89516 -4.19225 -1.46476
H: -1.41745 -4.92335 -0.42405
H: -1.22791 -6.42398 -1.33626
H: -1.61937 -4.96101 -3.20083